Entry 1:
Density functional theory data (the ωB97M-V functional and the def2-TZVPD basis) for a structure of composition C46H42Br2F3FeGeN4O3S2.

Structure (XYZ):
```
104
Properties=species:S:1:pos:R:3:forces:R:3:mulliken_charge:R:1
Br -0.0917 1.2680 -1.3525 -0.091 -1.236 -0.063 -0.592
Br -0.8286 3.7787 2.9097 -0.163 0.106 -0.183 -0.125
Ge -3.6111 -0.8440 3.7608 -0.823 0.557 3.094 2.395
Fe -0.0473 -1.4896 -0.8412 0.105 1.411 1.656 -0.430
S 0.1117 -3.9073 -1.1190 0.105 0.883 -0.385 -0.379
S 4.4434 2.7286 -1.6516 -0.032 -0.427 -0.117 -0.365
F 0.7992 -6.0338 -3.3974 -0.173 1.003 -0.350 -0.222
F -0.2030 -5.7940 -5.3348 0.026 0.175 1.754 -0.321
F -1.3477 -5.9755 -3.4246 0.794 0.551 -0.658 -0.232
O -1.7234 -1.6316 0.3682 0.822 -0.624 -1.611 -0.694
O -3.3052 -1.4829 1.9606 2.196 -0.548 -3.004 -0.498
O 1.4474 3.2006 -5.4790 -0.514 -0.101 0.107 -0.545
N 3.0540 3.3136 -3.8034 0.785 -0.725 -1.613 0.044
N 6.2915 0.0828 2.6575 -3.333 -0.374 -1.163 -0.557
N 4.6937 1.6817 -4.1507 0.273 -0.454 3.395 0.121
N -0.4902 -1.9084 -2.7009 -0.337 -0.790 -1.818 -0.110
C 3.9657 -1.7556 0.8115 1.859 -0.908 1.063 -0.733
C 1.7487 -1.2195 0.1335 0.191 0.113 -0.405 0.818
C 2.8141 0.1140 1.8579 1.154 0.605 -1.152 -0.737
C -0.2855 -3.2609 -2.6801 -0.025 0.806 -0.412 0.843
C 0.9259 3.1557 2.8870 -1.309 0.243 0.030 -0.355
C -5.3813 0.9822 7.4284 0.015 -0.220 -1.433 -0.641
C 3.9793 -0.6448 1.6503 -0.468 0.962 1.047 0.445
C -0.7145 -3.2597 -5.0866 -1.199 0.247 -0.297 -0.154
C -5.1575 0.6999 6.0416 0.684 0.671 1.333 -0.337
C -5.0514 -3.1468 5.0205 -0.038 0.311 -0.321 -0.281
C -0.3529 -3.9189 -3.9143 0.400 0.118 -0.404 -0.012
C 5.4901 4.6014 -8.1060 0.406 0.460 -0.353 -0.283
C 4.8380 4.3725 -5.8052 1.034 0.551 0.970 0.350
C -5.7826 2.2987 2.0440 0.774 0.064 -0.223 -0.793
C 3.6311 3.8145 -6.1708 -0.838 -0.461 -0.633 0.012
C -3.1841 -3.7954 3.7172 1.052 0.865 -0.694 -0.223
C -2.1691 -1.1529 1.4013 -2.127 1.593 3.134 0.515
C -3.5106 -5.1052 3.9321 -0.286 -1.303 1.074 -0.651
C -4.5890 -5.4762 4.8016 1.154 0.847 -1.012 -0.398
C 5.2087 -0.1533 2.2464 3.144 -0.578 1.157 -0.080
C 1.7951 -0.0735 0.9375 -0.831 0.080 0.211 0.276
C 7.4904 2.4164 -3.2314 -0.424 0.739 -0.739 -0.786
C -6.3136 -0.3920 2.6408 -0.627 -0.476 0.270 -0.415
C -1.4768 -0.0180 2.1971 1.754 -0.408 -0.399 1.212
C 4.2883 4.0175 -8.4680 -0.708 -0.752 -0.937 -0.405
C 4.1136 2.5295 -3.2575 -1.065 0.453 -1.165 0.023
C -3.9518 -2.7612 4.2606 -0.099 -0.107 -0.304 0.091
C -0.9278 -1.2690 -3.8179 -0.163 -1.207 0.435 -0.112
C 7.0642 1.0693 -3.8359 0.449 -0.208 -0.272 -0.330
C 5.7651 4.8128 -6.7675 0.608 -0.196 0.633 -0.765
C -4.8806 1.5456 2.8310 -2.321 -1.011 -0.591 -0.220
C -4.0002 -0.0159 5.6470 -0.251 -0.081 0.984 -0.084
C -7.1685 0.3211 1.8174 -0.160 1.476 -0.474 -0.617
C -0.2279 -5.3872 -3.9809 -0.748 -2.552 -1.001 0.591
C -5.3878 -4.4746 5.3361 0.759 0.402 -0.743 -0.873
C -5.1464 0.1793 3.0953 1.229 1.045 -0.847 -0.087
C -3.1444 -0.4049 6.7050 -0.078 -0.260 -0.195 -0.339
C -1.7073 -0.2224 3.6971 -0.584 -0.662 -0.331 -1.463
C 3.3086 3.6787 -7.5299 0.674 0.410 -0.147 -0.595
C 5.6041 0.5954 -3.7215 0.333 0.779 -1.087 -0.896
C -6.9028 1.6863 1.4747 -0.149 -0.932 -0.002 -0.382
C -1.2013 -1.9206 -5.0231 0.781 -0.998 0.772 -0.944
C -4.6001 0.3822 8.4085 -0.203 -0.048 0.987 -0.348
C 2.5923 3.3530 -5.1715 1.455 0.767 1.028 0.106
C -3.4371 -0.3095 8.0618 -0.893 0.201 -1.117 -0.796
C 2.8667 -2.0729 0.0577 -0.930 -0.057 -0.583 -0.275
H 2.2992 3.4017 -7.8374 0.428 -0.357 0.168 0.432
H 5.4125 -0.2261 -4.4587 0.291 0.455 0.801 0.350
H 4.5426 1.7727 -5.1073 -0.519 0.155 -1.593 0.225
H -1.5500 0.6310 4.3532 -0.094 0.243 -0.325 0.479
H -2.8513 -5.8711 3.4963 -0.519 0.190 0.258 0.335
H 7.6300 0.2881 -3.3822 0.647 -0.681 0.647 0.399
H -0.3907 0.0046 1.9014 -1.125 -0.057 0.324 -1.097
H 8.6077 2.4731 -3.1532 -1.023 0.009 -0.122 0.366
H 4.8259 -2.4694 0.9395 -0.743 0.939 -0.795 0.326
H -4.9265 0.4058 9.4637 0.294 0.274 -0.572 0.297
H -0.7314 -3.8766 -6.0221 -0.173 0.971 1.002 0.417
H 4.1553 3.7221 -9.5261 -0.227 0.589 0.631 0.321
H 7.1098 3.2607 -3.9009 0.636 -0.952 0.863 0.061
H -2.2059 -0.9015 6.4743 -0.014 -0.158 -0.258 0.154
H -1.8386 -1.4783 -5.7948 0.867 0.028 0.096 0.388
H 2.9446 -2.9237 -0.6398 -0.448 0.373 0.631 0.448
H -6.1900 1.6860 7.6569 0.144 -0.536 0.250 0.340
H -6.5830 -1.3947 3.0297 0.200 0.465 -0.802 0.249
H 1.5912 3.9035 3.2423 0.790 0.006 0.105 0.418
H -4.7120 -6.5226 5.0004 -0.364 -0.318 0.133 0.378
H 5.4088 0.2379 -2.6941 -0.341 0.481 -0.583 0.282
H -6.2652 -4.6686 5.9293 -0.081 -0.179 0.167 0.401
H -2.2897 -3.5541 3.0830 -1.004 -0.303 0.581 0.128
H 2.3424 3.5151 -3.1470 -0.747 0.064 0.827 0.281
H 2.8415 1.0040 2.5032 0.002 -0.500 -0.365 0.281
H -1.1257 -1.0502 4.1445 0.012 0.227 -0.492 0.528
H -1.0645 -0.2275 -3.6536 -0.292 0.772 -0.029 0.478
H 7.0217 2.5706 -2.2573 0.330 -0.021 -0.063 0.187
H 5.0406 4.4942 -4.7181 0.002 -0.048 -0.973 0.461
H 7.4370 1.0383 -4.8643 -0.438 0.089 -0.234 0.274
H 6.1888 4.9591 -8.8909 -0.438 -0.522 0.652 0.336
H -8.0388 -0.1646 1.3951 -0.130 0.031 0.077 0.381
H -5.5010 3.3366 1.7728 -0.430 -0.643 0.329 0.306
H -5.6943 -2.3277 5.2728 -0.488 0.154 0.747 0.363
H 6.7667 5.2158 -6.4889 -1.116 -0.179 -0.004 0.331
H -7.5565 2.2319 0.7467 0.648 -0.587 0.870 0.301
H -1.8996 0.9367 1.8527 -0.056 -0.231 0.029 0.335
H 0.9250 2.1040 3.0659 0.588 -0.397 0.049 0.049
H -2.8244 -0.8765 8.7423 0.077 0.265 0.460 0.383
H -5.8607 1.1943 5.3491 0.495 -0.647 0.130 0.187
H -4.0834 2.0031 3.3516 1.046 0.578 0.118 0.664
H 1.0622 0.7402 0.7951 0.293 -0.829 0.366 0.417
```
Forces are in eV/Å.

Computed properties:
* HOMO-LUMO gap (alpha / beta): 5.2 / 6.7 eV
* 2S+1: 5
* HOMO (alpha / beta): -5.452 / -5.456 eV
* total charge: -1
* energy relative to the best compared isomer or geometry (same formula, charge and spin): 3.6961 eV
* expectation value of S²: 6.367



Entry 2:
Density functional theory data (the ωB97M-V functional and the def2-TZVPD basis) for a structure of composition C7H10.

Structure (XYZ):
```
17
Properties=species:S:1:pos:R:3:forces:R:3:mulliken_charge:R:1
C -1.9000 1.5509 0.7461 -0.088 -0.033 -0.024 -0.514
C 1.4786 -1.3622 0.1093 -0.155 0.794 -0.344 -0.237
C 1.5208 0.2731 -0.5706 0.871 -0.457 0.051 -0.641
C -1.1025 0.5410 -0.0609 0.786 0.694 -0.389 0.201
C 2.3916 0.9919 -1.0379 -0.429 -0.294 0.213 -0.311
C 0.1658 -1.8029 0.4825 -0.984 0.887 -0.130 -0.987
C -2.1805 1.0091 -0.6217 0.032 -0.164 0.272 -0.597
H 0.2850 0.5805 -0.4110 -1.091 -0.255 0.253 0.530
H -2.8708 1.0155 -1.4446 0.056 0.041 -0.055 0.352
H 1.9273 -1.8927 -0.7241 0.027 0.121 0.016 0.331
H 2.1739 -1.2128 0.9279 0.002 -0.059 -0.026 0.318
H -0.0368 -1.9804 1.5322 0.029 -0.044 -0.025 0.332
H -0.3716 -2.4405 -0.2114 0.146 -0.201 0.101 0.321
H -1.5238 2.5673 0.8572 -0.021 -0.041 -0.037 0.210
H 3.1549 1.6117 -1.4401 0.028 0.096 -0.057 0.387
H -0.6223 -0.6566 0.2718 0.738 -1.067 0.204 0.100
H -2.4894 1.2069 1.5954 0.053 -0.019 -0.023 0.206
```
Forces are in eV/Å.

Computed properties:
* HOMO-LUMO gap (alpha / beta): 7.9 / 7.9 eV
* 2S+1: 1
* HOMO (alpha / beta): -7.744 / -7.744 eV
* energy relative to the best compared isomer or geometry (same formula, charge and spin): 8.8236 eV



Entry 3:
Density functional theory data (the ωB97M-V functional and the def2-TZVPD basis) for a structure of composition C5H8N2S.

Structure (XYZ):
```
16
Properties=species:S:1:pos:R:3:forces:R:3:mulliken_charge:R:1
S 1.7576 0.8870 0.4674 -0.326 -0.217 0.246 -0.048
N 1.2890 1.0084 -1.1795 -1.653 -0.519 -0.333 -0.499
N -1.1867 1.5257 0.2932 2.055 2.653 2.940 -0.688
C -1.0843 0.3460 -0.6037 2.091 0.217 0.842 -0.138
C -0.0189 -1.4788 0.8514 2.683 0.563 0.848 -0.128
C -1.0431 -0.9381 0.2691 -1.891 1.252 -1.545 -0.485
C 0.0864 0.6219 -1.5175 2.667 0.664 1.446 -0.195
C 1.3759 -0.9016 0.6910 3.556 -0.216 1.301 -0.693
H -1.9531 0.2140 -1.1825 -1.154 0.355 -0.896 0.409
H -0.0862 -2.2348 1.6291 -0.251 -0.299 -0.516 0.346
H 2.0694 -1.0941 -0.1568 -1.466 -1.285 -0.246 0.303
H -2.0300 -1.3778 0.3289 -0.029 -0.056 0.466 0.329
H -0.0510 0.7538 -2.5544 -0.597 -0.142 -1.293 0.481
H -0.7640 2.6999 -0.0071 -1.465 -5.300 0.534 0.316
H 2.1739 -1.2637 1.4983 -2.136 0.826 -1.016 0.332
H -0.5350 1.2319 1.1731 -2.085 1.504 -2.779 0.357
```
Forces are in eV/Å.

Computed properties:
* HOMO-LUMO gap: 8.7 eV
* 2S+1: 1
* HOMO: -8.223 eV
* energy relative to the best compared isomer or geometry (same formula, charge and spin): 4.4488 eV



Entry 4:
Density functional theory data (the ωB97M-V functional and the def2-TZVPD basis) for a cluster of 5 separate species, C9H23Cl3N2O13 in total.

Structure (XYZ):
```
50
Properties=species:S:1:pos:R:3:forces:R:3:mulliken_charge:R:1
Cl 4.1746 1.3138 2.3779 -0.244 -1.118 -0.364 1.712
Cl 1.9886 3.6896 -2.7901 0.248 -0.159 0.378 1.665
Cl 4.8764 -1.4926 -1.8408 0.103 -0.284 0.187 1.664
O -0.1443 -1.5044 0.8294 -0.237 0.004 0.005 -0.560
O 5.3779 -0.1681 -2.0581 -0.124 0.036 -0.054 -0.605
O 1.1044 4.7023 -2.2578 0.036 0.098 0.034 -0.692
O 4.7144 0.0243 2.7377 -0.210 0.173 0.466 -0.670
O 5.0802 -1.9000 -0.4758 0.073 -0.014 0.081 -0.634
O 5.5472 -2.4204 -2.7279 -0.221 -0.024 -0.101 -0.730
O 4.6033 2.3114 3.3245 0.099 0.208 -0.197 -0.694
O 2.6998 1.2489 2.4179 -0.010 0.020 -0.075 -0.776
O 3.3092 3.8074 -2.2439 -0.119 0.303 -0.011 -0.638
O 1.4604 2.3811 -2.4106 -0.362 -0.176 -0.195 -0.800
O 4.5700 1.5920 1.0266 -0.033 0.671 0.176 -0.623
O 3.4317 -1.5287 -2.1027 -0.044 0.230 -0.019 -0.746
O 2.0354 3.8018 -4.2247 -0.163 -0.126 -0.148 -0.672
N 1.7386 0.3794 -0.3519 -0.677 0.239 -0.284 0.272
N -1.1700 -0.6470 0.3805 0.157 0.420 -0.475 0.773
C -2.9534 0.9555 0.9989 -0.786 -0.195 -0.316 -1.253
C -2.5206 -2.6825 -0.3565 0.621 0.739 0.611 -1.776
C -1.0949 -1.4687 -1.9421 1.238 0.694 -0.246 -2.189
C -2.3843 -0.8924 2.5811 -0.104 -0.540 0.231 -1.655
C -3.0837 -0.3461 -1.1090 -0.130 0.821 0.900 -1.254
C -1.9304 -1.2700 -0.6805 -1.440 -0.858 -1.180 1.539
C -3.9036 0.2040 0.0585 0.884 -0.775 0.696 -0.631
C -0.7674 0.9622 2.1574 -0.539 0.214 -0.459 -2.230
C -1.8199 0.0476 1.4941 0.437 0.476 0.646 1.393
H -2.4469 -0.4371 3.5709 0.094 0.392 -0.186 0.453
H -0.7571 -0.5291 -2.3953 -0.065 0.193 0.426 0.387
H -0.5711 -2.2308 1.3061 0.131 -0.127 0.004 0.359
H -1.7336 -3.4246 -0.4909 -0.166 -0.182 -0.057 0.451
H 2.5398 -0.1094 -0.7731 0.561 0.518 -0.045 0.198
H -2.6216 0.5272 -1.5788 -0.182 -0.133 -0.425 0.377
H 1.3322 1.0781 -0.9957 0.503 -0.204 -0.438 0.451
H -3.3926 -1.2513 2.3667 0.074 -0.113 -0.155 0.353
H 1.9152 0.9131 0.5129 0.766 -0.600 0.244 0.277
H -4.2499 -0.6302 0.6800 -0.529 -0.079 -0.400 0.234
H -3.3483 -2.8569 -1.0380 -0.008 -0.300 0.042 0.396
H -1.7456 -1.7631 2.7542 -0.020 -0.029 -0.122 0.286
H -1.2684 1.3792 3.0325 0.483 -0.047 0.295 0.535
H 0.1778 0.4677 2.3673 -0.120 -0.066 0.395 0.509
H -0.1741 -2.0085 -1.7091 -0.156 -0.288 -0.156 0.536
H -3.5085 1.2259 1.9017 0.076 0.328 -0.037 0.376
H -1.6219 -1.9356 -2.7751 -0.241 -0.447 0.397 0.413
H -3.7585 -0.8776 -1.7781 0.313 0.041 -0.367 0.493
H -2.8580 -2.7292 0.6810 -0.247 -0.131 -0.079 0.375
H -2.6039 1.8670 0.5120 0.312 -0.061 0.092 0.391
H -0.5512 1.8178 1.5137 0.072 -0.137 -0.154 0.381
H 1.0689 -0.3703 -0.1909 -0.156 0.236 0.349 0.174
H -4.7623 0.7774 -0.2862 0.052 0.163 0.097 0.408
```
Forces are in eV/Å.

Computed properties:
* HOMO-LUMO gap: 7.4 eV
* 2S+1: 1
* HOMO: -3.828 eV
* total charge: -2
* energy relative to the best compared isomer or geometry (same formula, charge and spin): 0.0000 eV



no.,maximum force (eV Å⁻¹)
1,4.109
2,1.331
3,5.525
4,2.050